No. 1
C4H8NO3 | wB97M-V/def2-TZVPD

Structure (XYZ):
```
16
Properties=species:S:1:pos:R:3:nbo_charge:R:1
C -1.03088 0.97345 1.42115 -0.77
C -0.29737 0.33868 2.56806 0.69
O -0.79063 0.20511 3.66524 -0.66
N 1.02727 -0.11334 2.41794 -0.87
H 1.56406 -0.33961 3.22349 0.39
H 1.38516 -0.28827 1.42279 0.42
H -0.29848 1.13470 0.52823 0.30
H -1.39506 1.93275 1.51765 0.22
H -1.79669 0.19935 1.12985 0.25
C 0.49411 -0.77493 -3.10466 -0.74
C -0.15049 -0.33168 -1.74168 0.77
O 0.38925 0.66578 -1.22856 -0.80
O -1.16499 -0.96857 -1.43320 -0.77
H 1.20716 0.02080 -3.49624 0.19
H -0.24410 -0.98153 -3.91049 0.19
H 1.10168 -1.67269 -2.97959 0.19
```

- calculated total energy (a.u.) = -437.7619
- charge = -1
- HOMO-LUMO gap (eV) = 8.22
- lowest unoccupied orbital energy (eV) = 3.91

---

No. 2
C4H8NO3 | wB97M-V/def2-TZVPD

Structure (XYZ):
```
16
Properties=species:S:1:pos:R:3:nbo_charge:R:1
C -1.88782 0.22446 -0.60492 0.68
C 0.94288 -0.35192 -0.99742 0.09
C 0.19019 -0.91371 0.83360 0.51
C 0.69130 1.61812 0.47603 -0.42
N 0.08030 0.33918 -0.00254 -0.38
O -2.50907 0.74589 0.19024 -0.34
O 1.23270 -1.36658 -0.03823 -0.50
O -0.97909 -1.54395 0.69148 -0.74
H -1.89812 -0.16162 -1.67747 0.25
H 0.30332 -0.70320 -1.80279 0.17
H 1.92997 0.10622 -1.31408 0.23
H 0.41200 -0.84021 1.85565 0.19
H 0.18542 1.89807 1.45483 0.25
H 1.68212 1.23726 0.64331 0.22
H 0.66933 2.24328 -0.45802 0.24
H -1.04542 -2.53130 0.75032 0.55
```

- calculated total energy (a.u.) = -437.3090
- charge = +1
- HOMO-LUMO gap (eV) = 10.69
- lowest unoccupied orbital energy (eV) = -4.45

---

No. 3
C4H8NO3 | wB97M-V/def2-TZVPD

Structure (XYZ):
```
16
Properties=species:S:1:pos:R:3:lowdin_spin:R:1
O 0.22376 -2.81203 1.33670 0.40
C 0.45775 -2.89381 0.14937 0.12
O 1.05188 0.16254 -2.37232 -0.97
C -0.48601 -2.68063 -0.89929 0.65
C -0.06471 3.81885 1.82002 0.00
C -0.61049 2.53915 2.29674 0.00
O -1.66180 2.06800 1.95287 0.00
N -0.28654 -2.18180 -2.19298 0.67
H 1.50789 -2.98687 -0.18271 0.02
H -1.54332 -2.66944 -0.60678 0.07
H -0.64518 4.32127 1.03657 0.00
H 0.87380 4.29717 2.10060 0.00
H -0.11580 2.29170 3.25150 0.00
H -0.41393 -2.90457 -2.90520 0.03
H -0.05202 -1.17725 -2.33440 0.02
H 1.76472 0.80774 -2.45069 -0.02
```

- calculated total energy (a.u.) = -436.6298
- <S²> = 1.7718
- charge = +2
- HOMO-LUMO gap (spin up / spin down) (eV) = 5.08 / 4.67
- spin multiplicity = 2
- lowest unoccupied orbital energy (spin up / spin down) (eV) = -12.67 / -12.66

---

No. 4
C4H8NO3P | wB97M-V/def2-TZVPD

Structure (XYZ):
```
17
Properties=species:S:1:pos:R:3:nbo_charge:R:1
C -0.64387 -0.10873 -0.35035 0.78
C -2.35554 1.26317 -0.33716 -0.26
C -2.86049 -0.21915 -0.43776 -0.08
C 3.07828 -1.19783 -0.34602 -1.05
N -0.86150 1.12976 -0.53114 -0.54
O 0.54321 -0.59915 -0.36256 -0.76
O -1.59967 -0.94964 -0.13594 -0.48
O 2.13570 1.39035 -0.92681 -1.02
P 1.96422 0.18208 -0.12763 1.98
H -2.81140 1.77955 -1.21006 0.20
H -2.60700 1.70972 0.58057 0.19
H -3.51420 -0.46900 0.39781 0.20
H -3.25289 -0.46999 -1.37515 0.19
H 4.03326 -0.81955 -0.58584 0.25
H 2.66543 -1.58906 -1.29627 0.25
H 3.31101 -2.03790 0.35491 0.27
H 1.86852 0.15230 1.34455 -0.13
```

- calculated total energy (a.u.) = -779.0509
- HOMO-LUMO gap (eV) = 10.30
- lowest unoccupied orbital energy (eV) = 0.87

---

No. 5
C4H8NOS | wB97M-V/def2-TZVPD

Structure (XYZ):
```
15
Properties=species:S:1:pos:R:3:nbo_charge:R:1
C 0.63713 -0.44430 0.42315 -0.52
C 2.16343 -0.39725 0.61261 -0.51
S 2.78280 -1.25219 2.13364 -0.75
C 0.18647 0.62120 -0.60647 0.69
N -1.10331 0.56917 -1.08098 -0.64
C -2.22165 0.03688 -0.26621 -0.41
O 0.93492 1.47830 -1.05554 -0.64
H 0.24053 -1.41860 0.10288 0.20
H 0.16811 -0.10309 1.35299 0.22
H 2.66172 -0.78413 -0.27508 0.18
H 2.34221 0.65465 0.81498 0.20
H -1.32941 1.20835 -1.81008 0.38
H -3.00777 -0.20493 -0.97708 0.19
H -2.55341 0.87462 0.35003 0.18
H -1.90176 -0.83868 0.28119 0.22
```

- calculated total energy (a.u.) = -685.4272
- charge = -1
- HOMO-LUMO gap (eV) = 5.45
- lowest unoccupied orbital energy (eV) = 3.24

---

No. 6
C4H8NOS | wB97M-V/def2-TZVPD

Structure (XYZ):
```
15
Properties=species:S:1:pos:R:3:nbo_charge:R:1
C 0.02737 0.69900 -1.29532 -0.51
C 1.09951 1.67136 -0.75473 -0.52
S 2.32288 1.16244 0.54207 -0.70
C -0.70262 -0.34250 -0.46065 0.69
N 0.03117 -0.94242 0.51394 -0.66
C -0.68052 -1.73768 1.50369 -0.44
O -1.89331 -0.53740 -0.65639 -0.68
H 0.32986 0.20651 -2.22878 0.21
H -0.81275 1.27679 -1.68315 0.21
H 0.54247 2.44842 -0.23656 0.18
H 1.69309 2.02878 -1.59306 0.19
H 0.66091 -0.26737 0.97583 0.43
H -0.19832 -2.70154 1.62429 0.18
H -0.67385 -1.25635 2.47972 0.18
H -1.74587 -1.70803 1.26908 0.22
```

- calculated total energy (a.u.) = -685.4374
- charge = -1
- HOMO-LUMO gap (eV) = 6.60
- lowest unoccupied orbital energy (eV) = 3.85

---

No. 7
C4H8NOS | wB97M-V/def2-TZVPD

Structure (XYZ):
```
15
Properties=species:S:1:pos:R:3:lowdin_spin:R:1
O 2.95962 -0.79673 -1.62293 0.00
C 2.18050 -0.13105 -0.98447 0.00
N 1.25243 -0.60824 -0.11505 0.00
C 0.11147 0.17754 0.30469 0.00
C -1.20814 -0.55804 0.04441 0.11
S -2.66570 0.45796 0.17322 0.84
C 0.19830 0.74283 1.73107 0.00
H 2.12461 0.96522 -1.07497 0.00
H 1.29402 -1.57473 0.16961 0.00
H 0.09893 1.07889 -0.31588 0.00
H -1.14254 -1.14618 -0.87358 0.01
H -1.35114 -1.28798 0.85584 0.03
H 1.18593 1.16832 1.88755 0.00
H 0.00637 -0.04337 2.45483 0.00
H -0.50434 1.56709 1.79120 0.00
```

- calculated total energy (a.u.) = -685.3549
- <S²> = 0.7527
- HOMO-LUMO gap (spin up / spin down) (eV) = 10.44 / 7.00
- spin multiplicity = 2
- lowest unoccupied orbital energy (spin up / spin down) (eV) = 0.86 / -2.28

---

No. 8
C4H8NPS | wB97M-V/def2-TZVPD

Structure (XYZ):
```
15
Properties=species:S:1:pos:R:3:nbo_charge:R:1
C -0.33278 1.06461 -1.04825 -0.58
C -1.16753 -0.78438 1.19024 0.44
C 1.25034 -0.45881 1.15119 -0.61
C -0.04817 -1.07816 0.66180 -0.45
N -2.14039 -0.43001 1.74784 -0.62
P 1.14356 0.53882 -2.01618 0.31
S -0.36763 2.26255 0.01116 0.04
H -1.29756 0.64625 -1.38699 0.19
H 1.12341 0.53462 1.34772 0.22
H 2.00865 -0.53551 0.37252 0.22
H 1.37109 -1.05924 2.00391 0.23
H 0.10844 -1.90590 -0.08862 0.25
H -2.72553 0.36356 1.46074 0.40
H 0.51155 -0.60442 -2.37314 -0.04
H 0.56255 1.44601 -3.03394 0.02
```

- calculated total energy (a.u.) = -951.3676
- HOMO-LUMO gap (eV) = 8.26
- lowest unoccupied orbital energy (eV) = -0.31

---

No. 9
C4H8NS | wB97M-V/def2-TZVPD

Structure (XYZ):
```
14
Properties=species:S:1:pos:R:3:nbo_charge:R:1
C -0.53005 -0.90306 0.00473 0.14
C -1.99695 -1.19762 -0.11419 -0.68
C -1.14827 1.26147 0.00876 -0.39
C 3.29490 0.39512 0.09934 -0.50
N -0.14948 0.28944 0.07274 -0.31
S -2.80893 0.41342 -0.10229 0.80
H 0.18044 -1.71404 0.03131 0.24
H -2.35793 -1.81076 0.71706 0.31
H -2.23414 -1.72920 -1.03882 0.31
H -1.14307 1.91002 0.88955 0.29
H -1.02692 1.89125 -0.87699 0.29
H 3.13729 1.32308 0.61698 0.17
H 3.37505 0.38317 -0.97064 0.17
H 3.40808 -0.51230 0.66243 0.17
```

- calculated total energy (a.u.) = -609.7309
- charge = +1
- HOMO-LUMO gap (spin up / spin down) (eV) = 11.73 / 2.58
- lowest unoccupied orbital energy (spin up / spin down) (eV) = -3.94 / -8.72

---

No. 10
C4H8NS | wB97M-V/def2-TZVPD

Structure (XYZ):
```
14
Properties=species:S:1:pos:R:3:nbo_charge:R:1
C 0.64485 0.97193 -0.14731 0.20
C 2.10530 1.23379 -0.23884 -0.58
C 1.07960 -1.27224 -0.00088 -0.38
C -2.15022 -0.54955 0.14800 -0.03
N 0.17167 -0.19179 -0.14173 -0.32
S 2.67768 -0.45638 0.16001 0.23
H -0.04834 1.76817 -0.19500 0.21
H 2.36642 1.94735 0.43899 0.25
H 2.57494 1.50007 -1.18699 0.28
H 0.90618 -1.75162 0.93841 0.23
H 1.04018 -1.95892 -0.81300 0.24
H -2.06675 0.40383 -0.33057 0.21
H -2.81624 -1.33132 -0.34223 0.24
H -1.98908 -0.70440 1.19666 0.21
```

- calculated total energy (a.u.) = -609.7551
- charge = +1
- HOMO-LUMO gap (eV) = 5.95
- lowest unoccupied orbital energy (eV) = -6.86